This record from the Open Molecules 2025 dataset describes one molecule with the formula C19H22N2O5S at a distorted geometry. The level of theory is ωB97M-V with the def2-TZVPD basis set.

Element x y z (Å)
S -2.509 -1.170 0.389
O 5.252 -2.192 -0.587
O -2.705 -1.623 1.734
O -2.196 -2.129 -0.628
O 1.375 4.337 0.494
O 3.352 -1.697 1.485
N 2.974 2.844 0.000
N -3.878 -0.361 -0.076
C -4.543 -0.944 -2.360
C -4.586 0.402 0.924
C 3.181 0.537 0.749
C 5.120 0.102 -1.183
C 3.555 1.571 -0.099
C 3.748 -0.722 0.614
C 4.557 1.354 -1.043
C -1.223 0.085 0.383
C -0.193 1.981 1.404
C -3.896 0.094 -1.451
C -0.366 0.175 -0.698
C 0.597 1.168 -0.725
C 1.691 3.180 0.304
C -1.149 0.981 1.433
C -6.098 0.257 0.780
C 4.188 -2.835 1.477
C 0.693 2.066 0.334
C 4.705 -0.953 -0.381
C 4.530 -3.229 0.042
H 5.169 -4.112 0.013
H -4.437 1.043 -1.502
H 4.880 2.164 -1.679
H 5.881 -0.087 -1.922
H 1.268 1.248 -1.567
H -6.370 -0.793 0.820
H -4.532 -0.599 -3.391
H -6.440 0.672 -0.165
H -6.595 0.783 1.591
H -2.866 0.275 -1.780
H 5.116 -2.618 2.024
H -3.986 -1.874 -2.286
H -4.302 1.465 0.879
H -5.570 -1.126 -2.056
H 2.455 0.684 1.531
H -0.117 2.698 2.207
H 3.636 -3.626 1.987
H 3.586 3.633 -0.167
H 3.600 -3.426 -0.509
H -4.273 -0.010 1.884
H -1.826 0.874 2.265
H -0.455 -0.550 -1.492

Total charge ... 0
SMILES ... CCN(CC)S(=O)(=O)c1ccc(C(=O)Nc2ccc3c(c2)OCCO3)cc1
Max |F| ... 1.2 eV Å⁻¹
Energy ... -1621.1095 hartree
ΔE to the lowest compared entry with this formula, charge and spin ... 46.0 kcal per mole
Gap between HOMO and LUMO ... 8.549 eV